1:
16
Properties=species:S:1:pos:R:3 method="wB97M-V/def2-TZVPD" gap_ev="7.51 / 8.66" homo_ha="-0.293 / -0.336"
S -1.365 1.011 -0.209
O -1.624 2.046 0.737
N 1.978 0.455 0.784
C 0.418 0.861 -1.008
C 1.496 1.487 -0.088
C -1.539 -1.688 -0.056
C -1.357 -0.454 0.703
H 2.388 1.643 -0.792
H -2.529 -2.074 0.146
H 1.610 0.747 1.730
H -1.892 -0.345 1.600
H 0.590 -0.177 -1.094
H 0.317 1.337 -1.915
H -1.387 -1.617 -1.043
H -0.689 -2.327 0.173
H 1.203 2.455 0.331


2:
16
Properties=species:S:1:pos:R:3 method="wB97M-V/def2-TZVPD" gap_ev=10.23 smiles="C=CC[S@](C)(=N)=O" homo_ha=-0.345
S 1.073 -0.278 -0.031
O 1.471 -1.236 1.016
N 0.938 -0.759 -1.501
C -0.452 0.439 0.646
C 2.384 0.870 -0.005
C -2.692 -0.264 -0.376
C -1.671 -0.488 0.372
H -1.610 -1.377 1.044
H -3.487 -0.899 -0.535
H -0.838 1.441 0.295
H -2.828 0.628 -0.945
H -0.333 0.266 1.623
H 2.552 1.169 -1.076
H 2.078 1.620 0.583
H 3.205 0.261 0.451
H 0.210 -1.393 -1.562


Which structure loses on stability? 1 does.


1:
15
Properties=species:S:1:pos:R:3 method="wB97M-V/def2-TZVPD" gap_ev=9.25 smiles=CNc1[nH]ccc1Cl homo_ha=-0.304
Cl 1.102 0.125 -1.783
N -0.889 0.561 1.494
N -1.310 -1.270 0.016
C 0.760 1.689 0.541
C -0.591 -2.527 0.259
C 0.414 0.581 -0.268
C -0.040 1.649 1.635
C -0.603 -0.096 0.322
H -0.019 2.299 2.470
H -0.346 -2.646 1.341
H 0.359 -2.596 -0.370
H -1.647 -1.238 -0.949
H -1.664 0.235 2.112
H -1.227 -3.364 -0.060
H 1.562 2.367 0.264


2:
15
Properties=species:S:1:pos:R:3 method="wB97M-V/def2-TZVPD" gap_ev=9.71 smiles="C=C1CNN=C[C@H]1Cl" homo_ha=-0.329
Cl -1.417 2.246 0.861
N 1.049 -0.524 1.700
N 1.508 -0.857 0.461
C 0.528 -1.019 -0.604
C -0.053 0.109 1.794
C -0.405 0.976 -1.780
C -0.286 0.240 -0.680
C -0.944 0.535 0.641
H 1.067 -1.189 -1.541
H -0.346 0.378 2.801
H 2.149 -1.618 0.538
H -0.968 1.915 -1.819
H 0.117 0.700 -2.694
H -1.885 -0.007 0.718
H -0.114 -1.886 -0.394


Which structure loses on stability? 2 does.


1:
15
Properties=species:S:1:pos:R:3 method="wB97M-V/def2-TZVPD" gap_ev="7.07 / 7.07" homo_ha="-0.297 / -0.297"
Cl 2.214 -1.391 -0.588
N -0.674 -0.225 -0.326
N -2.589 -0.967 0.418
C -1.533 0.203 -1.245
C -1.365 -0.873 0.613
C -2.724 -0.255 -0.745
C 1.517 0.156 -0.236
C 2.139 0.668 1.041
H 3.114 1.256 0.653
H 1.496 1.324 1.615
H -1.107 0.667 -2.060
H 2.663 -0.134 1.630
H -3.742 -0.235 -1.202
H 1.409 0.873 -1.062
H -0.817 -1.065 1.493


2:
15
Properties=species:S:1:pos:R:3 method="wB97M-V/def2-TZVPD" gap_ev=9.88 homo_ha=-0.339
Cl -0.378 3.648 -0.485
N 1.155 2.008 0.901
N 0.562 -1.529 0.620
C -0.653 0.887 -0.400
C -0.477 -2.066 1.086
C 0.566 -1.321 -0.719
C 0.169 1.994 0.142
C 0.099 -0.155 -1.213
H 1.229 -2.006 -1.205
H 1.671 1.226 1.300
H -1.555 1.433 -0.816
H 0.524 0.135 -2.158
H -1.255 -2.420 0.369
H -1.012 0.410 0.484
H -0.644 -2.245 2.093


Which structure loses on stability? 1 does.


1:
18
Properties=species:S:1:pos:R:3 method="wB97M-V/def2-TZVPD" gap_ev=8.73 smiles="C=CC(N)=C(C)C" homo_ha=-0.282
N -0.962 -0.169 1.589
C -0.083 -0.584 -0.635
C -0.245 0.204 0.440
C 0.697 2.097 1.683
C -0.413 -2.068 -0.608
C 0.357 1.546 0.515
C 0.613 -0.130 -1.886
H 0.513 2.128 -0.375
H 1.049 0.860 -1.818
H 1.395 2.926 1.721
H -0.090 -0.102 -2.724
H -1.502 -1.015 1.501
H 0.255 1.805 2.625
H 1.435 -0.807 -2.137
H -1.003 -2.333 -1.486
H -0.951 -2.302 0.303
H 0.546 -2.583 -0.635
H -1.613 0.528 1.924


2:
18
Properties=species:S:1:pos:R:3 method="wB97M-V/def2-TZVPD" gap_ev=11.44 smiles=CCC[C@@H](C)C#N homo_ha=-0.386
N -0.868 -2.137 -0.359
C -1.250 -1.215 0.232
C 0.339 0.736 0.124
C 1.092 -0.216 -0.847
C -1.254 0.087 0.849
C 2.634 -0.420 -0.817
C -2.604 0.866 0.659
H -2.844 1.064 -0.389
H 2.871 -1.466 -1.069
H 0.805 -0.011 -1.886
H -0.039 1.623 -0.380
H 0.620 -1.197 -0.672
H -3.478 0.324 1.069
H 1.001 1.028 0.954
H 3.155 0.188 -1.566
H 3.114 -0.219 0.148
H -1.147 -0.071 1.936
H -2.583 1.820 1.195


3:
18
Properties=species:S:1:pos:R:3 method="wB97M-V/def2-TZVPD" gap_ev=8.84 homo_ha=-0.291
N 1.173 1.057 -0.023
C -0.193 -0.101 1.662
C -0.099 -1.536 -1.496
C -1.493 -0.085 1.965
C 0.440 0.955 -1.271
C 0.551 1.146 1.295
C 0.429 -0.195 -1.971
H -0.035 1.868 -1.648
H 1.367 1.230 2.056
H -2.107 0.759 1.640
H -0.792 -1.872 -2.261
H 0.689 -2.299 -1.377
H -0.129 1.978 1.521
H 0.580 -0.040 -3.035
H -2.006 -1.012 2.239
H -0.692 -1.331 -0.594
H 1.998 0.482 -0.040
H 0.316 -1.004 1.336


4:
18
Properties=species:S:1:pos:R:3 method="wB97M-V/def2-TZVPD" gap_ev=8.69 smiles="C/C=C(N)/C=C/C" homo_ha=-0.278
N -1.558 0.151 -0.608
C 0.530 -1.851 -0.199
C 1.739 -2.765 -0.114
C -0.119 1.716 0.472
C -0.407 0.465 0.092
C -1.011 2.892 0.201
C 0.588 -0.602 0.252
H -2.067 2.654 0.275
H 1.653 -3.357 0.797
H -2.305 0.818 -0.677
H -0.861 3.296 -0.808
H 2.630 -2.158 -0.070
H 0.855 1.859 0.914
H 1.801 -3.478 -0.932
H -0.380 -2.274 -0.616
H 1.409 -0.229 0.855
H -0.720 3.682 0.883
H -1.778 -0.820 -0.716


Which structure loses on stability? 3 does.


1:
18
Properties=species:S:1:pos:R:3 method="wB97M-V/def2-TZVPD" gap_ev=10.40 homo_ha=-0.347
N -0.070 1.768 1.492
C 1.066 -0.403 0.573
C -1.128 -0.201 0.111
C 0.101 -0.808 -0.560
C 2.493 -0.034 0.228
C 0.063 0.635 0.946
C -2.248 0.291 -0.855
H -1.909 1.081 -1.535
H 0.056 -1.866 -0.798
H 1.037 -1.160 1.368
H -1.600 -0.903 0.817
H 3.005 -0.918 -0.167
H -3.157 0.648 -0.352
H -2.579 -0.547 -1.500
H 3.043 0.317 1.105
H -1.025 1.567 1.118
H 0.329 -0.217 -1.457
H 2.525 0.751 -0.535


2:
18
Properties=species:S:1:pos:R:3 method="wB97M-V/def2-TZVPD" gap_ev=12.34 smiles=CCC(C#N)CC homo_ha=-0.417
N 0.351 2.522 -1.127
C 1.207 -0.707 -0.111
C -2.547 0.077 0.342
C 0.199 1.517 -0.575
C -1.319 -0.418 -0.415
C 2.542 -0.090 0.291
C -0.005 0.218 0.089
H 1.236 -1.026 -1.160
H -2.526 -0.276 1.379
H -2.590 1.172 0.363
H -1.233 -1.507 -0.312
H 2.545 0.203 1.348
H 1.016 -1.606 0.489
H 2.764 0.800 -0.305
H -3.471 -0.288 -0.116
H 3.355 -0.807 0.142
H -0.101 0.431 1.163
H -1.423 -0.215 -1.486


3:
18
Properties=species:S:1:pos:R:3 method="wB97M-V/def2-TZVPD" gap_ev=9.71 smiles=CC1C[C@@H]2N[C@H]2C1 homo_ha=-0.317
N 2.311 0.094 -0.322
C -2.385 -0.035 -0.383
C 1.079 0.567 0.353
C -1.086 0.056 0.458
C 1.033 -0.680 -0.475
C -0.158 -1.262 0.297
C -0.174 1.289 0.004
H 1.108 0.392 1.401
H -3.089 -0.783 -0.019
H 0.183 -1.541 1.354
H -2.169 -0.321 -1.449
H 2.896 -0.294 0.416
H -0.659 -2.197 -0.029
H -0.496 2.279 0.503
H -0.202 1.476 -1.147
H 0.752 -0.458 -1.460
H -1.539 0.212 1.418
H -2.813 0.969 -0.260


4:
18
Properties=species:S:1:pos:R:3 method="wB97M-V/def2-TZVPD" gap_ev="6.93 / 7.05" smiles=C[C@@]12C[C@@]1(C)C2N homo_ha="-0.248 / -0.247"
N 1.270 -0.114 1.703
C -0.027 0.770 -0.294
C -0.418 -0.697 -0.215
C -1.388 0.323 -0.769
C 0.650 1.563 -1.381
C -1.126 -1.527 0.822
C 0.944 -0.242 0.279
H 1.565 -1.011 2.086
H -1.600 0.264 -1.831
H 1.778 -0.566 -0.340
H -0.489 -2.353 1.157
H 0.971 0.925 -2.212
H -0.023 2.330 -1.778
H 1.529 2.080 -0.982
H -2.029 -1.977 0.394
H 2.051 0.526 1.835
H -2.234 0.644 -0.170
H -1.424 -0.937 1.696


Which structure loses on stability? 4 does.


1:
18
Properties=species:S:1:pos:R:3 method="wB97M-V/def2-TZVPD" gap_ev=6.94 homo_ha=-0.255
N -0.324 0.368 0.886
C 2.209 0.296 0.602
C 0.954 -0.292 0.898
C -2.021 0.546 -1.071
C -1.443 -0.232 0.139
C 2.561 -0.885 -0.197
C -2.633 1.535 -0.249
H 2.299 -0.900 -1.253
H -3.326 2.264 -0.613
H -2.103 -0.328 0.961
H 0.727 -1.209 1.456
H -1.351 0.443 -1.916
H 2.587 -1.993 0.039
H -0.231 1.314 0.470
H -1.255 -1.321 -0.117
H 3.657 -0.883 -0.353
H 2.857 0.858 1.209
H -3.163 0.419 -0.891


2:
18
Properties=species:S:1:pos:R:3 method="wB97M-V/def2-TZVPD" gap_ev=8.07 smiles="C/C=C/C=C/NC" homo_ha=-0.257
N 0.437 1.807 1.575
C -1.078 -2.494 -2.672
C -0.533 -1.206 -2.093
C -0.203 -0.983 -0.809
C 0.407 0.580 0.951
C -0.359 0.302 -0.120
C 1.197 2.068 2.795
H 1.891 2.885 2.593
H 1.838 1.221 3.031
H 0.281 -1.770 -0.225
H -1.045 -2.406 -3.760
H 1.075 -0.191 1.311
H -2.119 -2.624 -2.396
H -0.425 2.327 1.545
H -0.462 -3.349 -2.385
H -0.484 -0.392 -2.816
H 0.529 2.401 3.586
H -1.144 0.893 -0.556


Which structure loses on stability? 1 does.


1:
18
Properties=species:S:1:pos:R:3 method="wB97M-V/def2-TZVPD" gap_ev=9.07 smiles="C=NC(=C)CCC" homo_ha=-0.326
N -1.187 0.164 -1.086
C -1.503 0.528 -2.271
C 1.115 0.696 -1.554
C 0.152 0.494 0.802
C 0.427 -1.032 1.322
C 0.077 0.590 -0.645
C 0.757 -1.246 2.843
H -0.975 1.483 -2.773
H 1.641 -0.795 3.132
H -2.630 0.554 -2.515
H -0.168 -0.807 3.388
H 2.130 1.256 -1.383
H -0.651 -1.496 1.121
H 0.573 -2.361 3.089
H 0.856 0.484 -2.614
H 1.238 -1.507 0.701
H -0.835 0.814 1.128
H 0.982 1.049 1.343


2:
18
Properties=species:S:1:pos:R:3 method="wB97M-V/def2-TZVPD" gap_ev=10.03 homo_ha=-0.338
N -0.236 0.622 2.665
C 0.202 0.854 -0.787
C -0.122 0.219 1.587
C 1.860 -1.107 0.849
C 0.141 -0.298 0.281
C -0.928 -1.336 -0.152
C -1.092 1.697 -0.846
H 1.032 1.520 -0.549
H -0.919 -2.219 0.488
H 2.563 -0.377 1.264
H -0.979 2.553 -1.522
H 0.386 0.457 -1.798
H -1.952 1.127 -1.211
H 1.711 -1.898 1.591
H -1.349 2.097 0.139
H -1.935 -0.893 -0.071
H 1.606 -1.171 -0.169
H -0.832 -1.673 -1.194


3:
18
Properties=species:S:1:pos:R:3 method="wB97M-V/def2-TZVPD" gap_ev=12.23 smiles=CCC(C#N)CC homo_ha=-0.412
N 0.081 2.319 -1.419
C 2.579 -0.125 0.317
C 0.045 0.234 0.139
C 1.224 -0.745 -0.015
C 0.231 1.484 -0.631
C -2.542 0.056 0.387
C -1.309 -0.299 -0.437
H -0.073 0.471 1.205
H 2.629 0.221 1.356
H -2.529 -0.438 1.361
H -2.622 1.141 0.546
H -1.257 -1.371 -0.669
H 3.387 -0.848 0.170
H -3.448 -0.257 -0.145
H 1.229 -1.125 -1.042
H 2.780 0.733 -0.334
H 1.043 -1.615 0.632
H -1.447 0.163 -1.421


4:
18
Properties=species:S:1:pos:R:3 method="wB97M-V/def2-TZVPD" gap_ev=10.68 smiles=CCC(C)(C)C#N homo_ha=-0.364
N -0.509 1.797 1.949
C -0.792 1.348 -1.005
C -0.476 0.882 1.243
C 2.115 -0.014 -0.121
C -1.613 -1.115 0.310
C 0.881 -0.869 0.109
C -0.475 -0.053 0.153
H -2.602 -0.660 0.278
H 3.040 -0.595 -0.035
H -1.759 1.879 -0.840
H -1.515 -1.608 1.292
H -0.052 2.184 -1.012
H 0.978 -1.379 1.088
H -1.582 -1.932 -0.428
H 2.083 0.431 -1.119
H 2.150 0.791 0.620
H -0.722 0.581 -1.731
H 0.853 -1.703 -0.614


Which structure loses on stability? 1 does.


1:
18
Properties=species:S:1:pos:R:3 method="wB97M-V/def2-TZVPD" gap_ev=10.23 smiles="C=N[C@@H](C)C(=C)C" homo_ha=-0.340
N 0.501 -1.058 -1.338
C 0.474 -0.506 -0.026
C -0.829 1.467 -0.592
C -0.986 0.526 1.700
C 1.916 0.057 0.219
C -0.555 0.488 0.269
C -0.518 -1.592 -1.854
H 2.679 -0.423 -0.367
H 1.980 1.117 -0.059
H -1.630 -1.680 -1.530
H -0.413 1.511 -1.517
H -0.486 -2.308 -2.607
H -0.172 0.851 2.338
H 2.231 -0.048 1.230
H -1.498 2.237 -0.455
H -1.846 1.139 1.906
H -1.231 -0.395 1.920
H 0.383 -1.382 0.761


2:
18
Properties=species:S:1:pos:R:3 method="wB97M-V/def2-TZVPD" gap_ev=8.44 smiles="C=CC(N)=C(C)C" homo_ha=-0.272
N -0.402 0.973 -1.337
C 1.541 0.050 -0.268
C -2.272 -0.355 0.473
C -0.226 -0.884 1.951
C 2.353 0.447 -1.242
C 0.073 0.125 -0.335
C -0.764 -0.277 0.663
H 1.958 -0.468 0.585
H -2.511 -0.186 -0.570
H 2.104 1.038 -2.109
H 3.361 0.025 -1.358
H 0.158 -0.203 2.704
H 0.603 -1.554 1.704
H -2.597 -1.289 0.892
H -1.283 0.732 -1.760
H 0.026 1.669 -1.909
H -2.810 0.479 0.963
H -1.072 -1.492 2.276


Which structure loses on stability? 1 does.